Density functional theory data (ωB97M-V/def2-TZVPD) for a gas-phase ion, C5H12N3 (charge +1).

Each line ends with the Mulliken charge.
Element x y z (Å)
N -0.215 -0.605 0.048  -0.140
N 0.002 0.777 2.017  -0.133
N 0.239 -0.487 -2.109  -0.187
C 0.156 0.169 -0.963  0.240
C 0.604 0.214 -3.309  -0.815
C -0.214 -0.412 1.408  0.643
C 0.184 2.002 1.614  -0.377
C -0.786 -1.383 2.348  -1.505
H -0.471 -1.568 -0.328  0.250
H -0.089 -1.663 3.179  0.396
H 0.573 1.153 -1.133  0.176
H 0.747 2.628 2.218  0.284
H -0.815 -2.313 1.813  0.385
H 0.664 1.207 -3.016  0.309
H 0.043 2.123 0.543  0.159
H 1.568 0.051 -3.723  0.305
H -0.082 0.598 2.952  0.148
H -0.211 -0.020 -3.961  0.344
H -1.752 -1.112 2.600  0.360
H -0.144 -1.358 -2.199  0.158

Results
**Energy relative to the best compared isomer or geometry (same formula, charge and spin)**: 96.0 kcal/mol
**Total charge**: +1
**HOMO energy (alpha / beta)**: -10.802 / -10.560 eV

---

Density functional theory data (ωB97M-V/def2-TZVPD) for 2 unconnected molecules or ions with the total composition C5H12N3O.

Each line ends with the Mulliken charge.
Element x y z (Å)
O -3.166 -0.399 -1.004  -0.284
N -1.359 0.633 -0.156  -0.206
N -1.727 -0.219 0.626  0.027
N -2.734 -0.891 0.315  -0.097
C 1.486 -0.040 0.183  1.358
C -2.343 0.684 -1.222  -0.335
C 1.152 -0.836 1.432  -1.251
C 1.852 1.298 0.330  -1.470
C 1.478 -0.761 -1.078  -1.047
H -1.771 0.717 -2.159  0.307
H 1.180 1.840 1.070  0.404
H 1.465 -1.799 1.545  0.506
H 0.044 -0.836 1.612  0.328
H 1.542 -0.244 2.279  0.375
H -2.702 1.702 -1.041  0.297
H 2.050 1.905 -0.502  0.422
H 2.181 -0.442 -1.936  0.359
H 0.430 -0.762 -1.428  0.245
H 2.689 1.511 1.039  0.436
H -3.422 -1.200 0.983  0.275
H 1.676 -1.859 -0.888  0.350

Results
**Energy relative to the best compared isomer or geometry (same formula, charge and spin)**: 165.7 kcal/mol
**Total charge**: +1
**HOMO energy**: -12.778 eV

---

Density functional theory data (ωB97M-V/def2-TZVPD) for a gas-phase ion, C5H12N3O (charge +1).

Each line ends with the Mulliken charge.
Element x y z (Å)
O 2.884 -0.803 -0.410  -0.556
N 0.743 -1.340 0.336  -0.175
N 1.545 0.661 0.807  -0.244
N -1.627 -0.623 -0.834  -0.188
C -2.532 -1.098 0.230  -0.919
C -0.031 -0.377 -0.205  -0.659
C 2.006 -0.687 0.707  0.122
C -0.163 2.205 -0.239  -1.359
C 0.366 0.846 0.096  0.642
H -0.932 2.502 0.398  0.342
H -2.302 -0.575 1.232  0.294
H 0.708 2.876 0.018  0.340
H -1.858 0.376 -1.047  0.417
H -2.414 -2.107 0.429  0.373
H -3.470 -0.985 -0.218  0.434
H 2.106 1.475 0.733  0.251
H -1.511 -1.288 -1.601  0.412
H 2.448 -1.079 1.587  0.379
H 3.542 -0.072 -0.512  0.342
H -0.515 2.269 -1.309  0.439
H 1.006 -2.177 -0.197  0.314

Results
**Energy relative to the best compared isomer or geometry (same formula, charge and spin)**: 11.6 kcal/mol
**Total charge**: +1
**HOMO energy (alpha / beta)**: -8.707 / -14.977 eV
**2S+1**: 3

---

Density functional theory data (ωB97M-V/def2-TZVPD) for a gas-phase ion, C5H12N3OS (charge +1).

Each line ends with the Mulliken charge.
Element x y z (Å)
S 0.008 1.292 -0.750  0.269
O 1.728 2.618 1.454  -0.506
N 1.221 0.313 -0.337  -0.504
N -0.375 1.690 0.959  -0.408
N 2.569 -0.363 1.441  -0.391
C -0.935 -0.599 -2.625  -1.383
C -1.217 -1.137 -0.153  -1.439
C -1.193 0.000 -1.175  0.381
C 1.617 0.363 0.887  0.396
C 0.966 1.507 1.640  0.025
H -1.497 -0.700 0.770  0.461
H -1.931 -2.007 -0.490  0.333
H 2.823 -1.143 0.877  0.301
H -0.315 -1.399 -2.503  0.396
H 2.596 -0.516 2.468  0.263
H -0.855 2.547 1.129  0.287
H -0.271 -1.588 0.133  0.325
H -1.871 -0.918 -2.871  0.455
H -0.591 0.283 -3.156  0.419
H 1.877 3.078 2.280  0.366
H -2.152 0.605 -1.173  0.434
H 0.872 1.144 2.645  0.520

Results
**Energy relative to the best compared isomer or geometry (same formula, charge and spin)**: 8.3 kcal/mol
**Total charge**: +1
**HOMO energy**: -13.885 eV

---

Density functional theory data (ωB97M-V/def2-TZVPD) for a molecular structure, C5H12N3S.

Each line ends with the Mulliken charge.
Element x y z (Å)
S -0.406 -1.115 -2.400  0.051
N -1.373 -1.124 -0.077  -0.321
N -2.775 -2.414 -1.463  -0.474
N -0.248 -0.378 -0.307  -0.004
C -1.800 -1.743 -1.226  0.480
C 1.557 1.916 1.277  -1.104
C -0.347 1.080 -0.030  -0.630
C 0.317 -2.478 -2.733  -0.335
C 0.125 1.341 1.338  -0.554
H -1.812 -1.193 0.866  0.232
H 1.947 1.764 2.364  0.317
H 0.556 -0.753 0.269  0.309
H 0.137 0.450 2.052  0.303
H -3.166 -2.853 -2.254  0.265
H -0.385 1.991 1.937  0.443
H 1.349 -2.141 -3.021  0.282
H -1.313 1.493 -0.243  0.368
H 1.713 2.961 0.938  0.316
H 0.323 -3.528 -2.533  0.371
H 2.133 1.210 0.672  0.321
H 0.426 1.408 -0.842  0.365

Results
**Energy relative to the best compared isomer or geometry (same formula, charge and spin)**: 111.1 kcal/mol
**Total charge**: +1
**HOMO energy**: -13.901 eV

---

Density functional theory data (ωB97M-V/def2-TZVPD) for a gas-phase ion, C5H12N3S4 (charge +1).

Each line ends with the Mulliken charge.
Element x y z (Å)
S -1.087 0.385 -1.919  -0.286
S 2.746 3.542 0.001  -0.114
S 0.605 -3.726 -0.810  -0.316
S 0.792 0.467 -1.292  0.018
N 0.532 0.917 1.311  -0.034
N 0.170 -1.345 0.696  -0.008
N -2.147 -1.168 0.430  -0.244
C 0.916 3.049 0.097  -1.130
C -0.961 -2.868 -0.755  -0.689
C 0.313 -0.376 1.663  -0.562
C -0.993 -1.741 0.108  0.598
C 0.663 1.601 0.183  0.610
H -2.281 -0.276 0.894  0.265
H 1.343 1.628 -2.034  0.228
H 0.917 -2.026 0.469  0.008
H -2.922 -1.727 0.201  0.212
H -1.436 -2.618 -1.861  0.336
H 0.599 1.464 2.183  0.271
H 0.676 3.503 1.033  0.381
H 3.209 2.930 -1.066  0.113
H 1.289 -2.953 -1.746  0.190
H 0.342 3.457 -0.732  0.399
H 0.141 -0.565 2.756  0.302
H -1.626 -3.633 -0.310  0.451

Results
**Energy relative to the best compared isomer or geometry (same formula, charge and spin)**: 52.4 kcal/mol
**Total charge**: +1
**HOMO energy (alpha / beta)**: -11.102 / -11.103 eV

---

Density functional theory data (ωB97M-V/def2-TZVPD) for a single C5H12N4 molecule.

Each line ends with the Mulliken charge.
Element x y z (Å)
N -1.623 -1.339 2.291  -0.428
N -0.940 1.421 0.902  -0.754
N -2.025 -1.784 0.025  -0.609
N 0.721 -0.092 0.070  -0.123
C 1.617 1.266 -0.404  -0.500
C 0.929 -1.248 -0.789  -0.977
C -0.465 0.306 0.515  0.610
C -1.458 -1.119 0.955  0.146
C 1.120 1.914 -1.673  -1.000
H 1.997 -1.399 -0.969  0.311
H -1.144 -0.702 2.918  0.266
H -1.858 1.304 1.336  0.279
H 1.623 1.959 0.439  0.341
H 0.424 -1.112 -1.750  0.345
H -2.451 -1.838 2.596  0.201
H 0.563 -2.161 -0.310  0.377
H 0.116 2.330 -1.550  0.317
H 1.094 1.204 -2.506  0.284
H 1.781 2.738 -1.970  0.355
H -2.645 -2.512 0.394  0.195
H 2.625 0.864 -0.521  0.364

Results
**Energy relative to the best compared isomer or geometry (same formula, charge and spin)**: 41.2 kcal/mol
**SMILES**: [H]/N=C(N)/C(=N\[H])N(C)CC
**HOMO energy**: -8.832 eV

---

Density functional theory data (ωB97M-V/def2-TZVPD) for a gas-phase ion, C5H12N4O (charge +2).

Each line ends with the Mulliken charge.
Element x y z (Å)
O -0.368 3.250 -2.205  -0.395
N -0.356 1.586 -0.606  0.041
N -2.289 -1.179 2.040  -0.277
N 2.308 1.460 -1.076  -0.107
N 1.615 2.256 -1.832  0.260
C -0.622 -0.803 0.094  -0.381
C 3.511 0.980 -1.561  -0.768
C -2.000 -0.465 0.729  -0.647
C 0.291 2.469 -1.586  0.300
C 0.062 0.366 -0.552  -0.228
H 3.655 1.170 -2.620  0.365
H -2.727 -0.700 0.045  0.332
H 3.802 0.125 -0.951  0.358
H -1.422 -1.553 2.381  0.358
H 0.061 -1.431 0.828  0.360
H -2.544 -0.440 2.703  0.375
H 2.034 2.532 -2.696  0.277
H -3.000 -1.915 2.187  0.376
H -0.862 -1.597 -0.665  0.368
H -1.090 2.118 -0.089  0.299
H -2.051 0.622 0.973  0.326
H 4.196 1.729 -1.147  0.408

Results
**Energy relative to the best compared isomer or geometry (same formula, charge and spin)**: 129.6 kcal/mol
**Total charge**: +2
**HOMO energy (alpha / beta)**: -16.000 / -15.996 eV

---

Density functional theory data (ωB97M-V/def2-TZVPD) for a gas-phase ion, C5H12N5 (charge +1).

Each line ends with the Mulliken charge.
Element x y z (Å)
N -1.081 -1.380 0.610  -0.514
N -0.949 0.057 -0.141  0.699
N 2.564 0.154 0.015  -0.321
N -1.870 0.950 0.251  -0.599
N 0.271 0.655 -0.247  -0.521
C 1.422 -0.251 -0.205  0.572
C 1.105 -1.694 -0.456  -0.794
C 3.110 1.403 0.265  -0.767
C -3.217 0.594 -0.195  -1.026
C -0.195 -2.198 0.231  0.112
H 3.936 1.428 -0.282  0.331
H 3.450 1.279 1.415  0.262
H -1.820 1.268 1.210  0.302
H -1.347 -0.149 -1.146  0.442
H 2.366 2.205 0.176  0.303
H -3.749 1.434 0.133  0.419
H -0.138 -3.330 0.498  0.360
H 1.911 -2.182 -0.109  0.431
H 0.983 -2.139 -1.541  0.283
H 0.253 1.491 0.346  0.281
H -3.712 -0.126 0.388  0.339
H -3.294 0.531 -1.216  0.407

Results
**Energy relative to the best compared isomer or geometry (same formula, charge and spin)**: 164.9 kcal/mol
**Total charge**: +1
**SMILES**: C/N=C1/CC=N[N@@H+](NC)N1
**HOMO energy**: -13.262 eV

---

Density functional theory data (ωB97M-V/def2-TZVPD) for a molecular structure, C5H12NNaO5PS2.

Each line ends with the Mulliken charge.
Element x y z (Å)
S 1.488 -1.797 -2.790  -0.292
S -2.978 0.143 0.483  1.271
P 1.845 -2.469 -1.029  0.255
Na 1.890 -1.378 4.107  1.022
O -3.352 1.417 1.003  -0.599
O -3.966 -0.812 0.106  -0.602
O 2.012 0.600 0.582  -0.366
O -2.054 -0.537 1.611  -0.468
O 1.704 -1.160 1.927  -0.615
N 2.811 -1.426 -0.053  -0.329
C 0.289 1.880 -0.580  -0.616
C 0.671 1.201 0.723  0.042
C -1.191 1.766 -0.985  -0.707
C 2.134 -0.670 0.893  0.425
C -1.867 0.384 -0.899  -0.744
H 0.739 -2.626 -0.177  0.061
H -1.150 -0.444 -0.940  0.265
H -2.532 0.245 -1.754  0.409
H 0.736 1.906 1.553  0.321
H 0.500 2.946 -0.452  0.271
H -0.008 0.412 1.031  0.046
H 2.496 -3.702 -1.008  0.110
H -1.453 -1.182 1.214  0.309
H -1.785 2.512 -0.456  0.455
H 0.945 1.548 -1.389  0.382
H 3.319 -0.802 -0.678  0.373
H -1.244 2.044 -2.041  0.320

Results
**Total charge**: +1
**HOMO energy**: -12.437 eV